The following is a quantum chemistry calculation of 2 unconnected molecules or ions with the total composition C4H8NO in a non-equilibrium geometry, from the OMol25 dataset.

```
14
Properties=species:S:1:pos:R:3:forces:R:3
H 1.367 -0.971 1.420 -0.2705 0.7779 2.8786
H 2.413 1.311 0.698 0.2255 -0.0498 0.5487
C -1.868 0.204 0.193 -1.7500 -0.1302 -1.4428
H 2.234 -1.709 0.241 -0.5792 -0.2203 -0.5436
C -3.109 0.075 -0.336 4.5336 0.2675 2.1977
N 1.803 1.199 -0.090 0.2821 -1.1181 0.8465
C 1.262 -1.223 0.437 0.5683 0.4316 -3.5093
H -3.847 -0.397 0.209 -1.4032 -0.9661 0.9846
H 0.356 -1.827 0.236 0.9836 0.2189 0.0737
O -0.737 0.321 0.516 -2.3421 0.4327 0.4369
C 1.194 0.090 -0.364 -0.7251 0.7032 -1.9229
H 1.592 2.041 -0.580 0.0222 0.4234 -0.5849
H -3.281 0.555 -1.234 -0.3675 0.9410 -1.6931
H 0.620 0.331 -1.348 0.8224 -1.7117 1.7300
```
Positions in Å, forces in eV/Å.

The strongest force on any atom is 5.05 eV Å⁻¹. As for the total charge: +1. The calculation puts the relative energy (zero: lowest compared OMol25 entry of this formula, charge and spin) at 41.2 kcal per mole. The HOMO energy comes out at -13.28 eV. Its LUMO energy is -4.38 eV. The calculation puts the gap between HOMO and LUMO at 8.90 eV. The multiplicity is 1.

Atomic partial charges in e from the Löwdin method, atoms 1 to 5: atom 1 (H): 0.057, atom 2 (H): 0.150, atom 3 (C): -0.137, atom 4 (H): 0.117, atom 5 (C): 0.090